[1]
ORCA calculation (ωB97M-V/def2-TZVPD) on C18H61AsBIO13PS9 as an isolated structure.

The geometry in XYZ format:
```
105
Properties=species:S:1:pos:R:3:lowdin_charge:R:1
O 3.68 3.82 -2.15 0.069
B 4.87 3.09 -2.47 -0.991
O 4.64 1.86 -3.13 0.080
O 6.08 3.59 -2.15 -0.279
As 7.75 2.56 -2.44 0.475
P 8.74 4.55 -3.42 0.226
O 7.65 4.75 -4.64 -0.547
I 8.26 6.31 -1.72 0.158
H 3.83 4.73 -2.45 0.047
H 4.08 2.03 -3.88 0.077
H 7.27 2.28 -3.94 -0.047
H 9.10 1.78 -2.69 -0.106
H 8.22 3.00 -1.02 -0.075
H 7.07 1.27 -1.91 -0.052
H 7.06 3.97 -4.64 -0.026
C 3.14 -0.80 -4.70 -0.282
S 2.33 -0.66 -6.29 0.806
O 2.27 0.78 -6.64 -0.560
C 0.73 -1.09 -5.59 -0.297
H 4.19 -0.52 -4.81 0.055
H 2.65 -0.13 -3.99 0.041
H 3.06 -1.83 -4.35 0.049
H 0.51 -0.38 -4.79 0.046
H 0.77 -2.10 -5.18 0.047
H -0.04 -1.03 -6.36 0.040
C 5.46 3.25 1.08 -0.259
S 5.68 4.94 1.61 0.785
O 6.65 4.93 2.74 -0.573
C 4.06 5.12 2.37 -0.275
H 6.40 2.94 0.61 0.032
H 5.24 2.63 1.95 0.056
H 4.66 3.20 0.34 0.044
H 3.94 4.37 3.15 0.049
H 3.29 5.01 1.60 0.041
H 4.00 6.12 2.79 0.046
C 1.31 -3.41 -0.90 -0.262
S 0.31 -2.01 -1.41 0.812
O 1.09 -1.25 -2.42 -0.556
C 0.43 -1.13 0.14 -0.262
H 1.40 -4.08 -1.76 0.047
H 2.30 -3.06 -0.61 0.061
H 0.81 -3.92 -0.08 0.045
H 1.48 -0.93 0.36 0.064
H -0.04 -1.73 0.92 0.016
H -0.10 -0.19 0.03 0.054
C -1.47 -5.22 3.23 -0.267
S -2.52 -3.85 2.73 0.811
O -1.74 -3.06 1.73 -0.564
C -2.43 -2.96 4.28 -0.263
H -1.36 -5.88 2.37 0.048
H -0.50 -4.83 3.53 0.058
H -1.95 -5.75 4.05 0.049
H -1.39 -2.73 4.52 0.073
H -2.87 -3.55 5.08 0.024
H -2.99 -2.03 4.17 -0.001
C -2.98 -2.41 -4.48 -0.265
S -4.32 -3.01 -5.52 0.792
O -3.95 -4.37 -5.99 -0.564
C -4.04 -1.89 -6.90 -0.268
H -2.99 -3.02 -3.58 0.026
H -2.02 -2.51 -4.99 0.047
H -3.18 -1.38 -4.21 0.063
H -3.03 -2.05 -7.29 0.054
H -4.17 -0.87 -6.56 0.054
H -4.77 -2.13 -7.66 0.045
C -4.58 -4.09 -1.30 -0.265
S -5.99 -2.99 -1.44 0.804
O -5.54 -1.83 -2.27 -0.562
C -5.96 -2.43 0.26 -0.288
H -4.39 -4.51 -2.28 0.042
H -3.71 -3.53 -0.95 0.055
H -4.82 -4.89 -0.60 0.052
H -4.98 -2.00 0.48 0.043
H -6.15 -3.27 0.93 0.055
H -6.73 -1.67 0.39 0.049
C -1.86 -5.00 8.53 -0.264
S -3.23 -4.02 7.90 0.793
O -2.65 -2.74 7.41 -0.552
C -3.94 -3.64 9.51 -0.268
H -1.25 -5.30 7.68 0.048
H -1.27 -4.39 9.21 0.061
H -2.25 -5.88 9.03 0.054
H -3.20 -3.13 10.12 0.060
H -4.27 -4.56 9.99 0.054
H -4.80 -2.99 9.34 0.050
C 0.33 5.86 -1.51 -0.261
S 1.89 6.74 -1.67 0.805
O 2.25 7.22 -0.31 -0.542
C 1.24 8.17 -2.55 -0.269
H 0.53 4.96 -0.94 0.051
H -0.38 6.49 -0.97 0.053
H -0.04 5.61 -2.50 0.055
H 0.47 8.64 -1.94 0.053
H 0.83 7.84 -3.50 0.052
H 2.06 8.85 -2.71 0.049
C -6.22 0.63 4.35 -0.267
S -5.04 0.12 3.09 0.828
O -5.18 -1.36 2.96 -0.558
C -3.57 0.42 4.06 -0.267
H -7.22 0.47 3.95 0.049
H -6.07 0.02 5.24 0.058
H -6.07 1.68 4.57 0.054
H -3.61 -0.18 4.98 0.055
H -3.49 1.48 4.29 0.059
H -2.71 0.11 3.46 0.055
```

**DFT total energy**: -222690.7269 eV
**Orbital gap**: 4.59 eV
**Highest occupied orbital energy**: -3.669 eV
**Total charge**: -1

***

[2]
ORCA calculation (ωB97M-V/def2-TZVPD) on C33H44HfN4P2 as an isolated structure.

The geometry in XYZ format:
```
84
Properties=species:S:1:pos:R:3:lowdin_charge:R:1
Hf 0.28 -1.36 -3.73 1.391
C -1.78 1.78 -0.44 -0.094
C -1.97 1.34 -1.69 -0.123
C -1.56 1.98 -2.97 -0.182
C -0.18 1.70 -3.73 -0.249
C 1.05 2.05 -2.98 -0.110
C 1.05 2.53 -1.69 -0.045
C 0.06 3.46 -1.09 -0.153
C -0.89 2.89 -0.01 -0.147
C 0.29 -3.50 -3.77 -0.292
H -2.21 1.17 0.36 0.093
H -2.49 0.39 -1.81 0.106
H -1.69 3.06 -2.89 0.124
H -2.36 1.63 -3.64 0.087
H -0.26 0.64 -4.24 -0.037
H -0.11 2.34 -4.63 0.115
H 1.99 1.86 -3.55 0.112
H 1.72 2.10 -0.96 0.107
H -0.47 3.98 -1.88 0.103
H 0.62 4.24 -0.59 0.134
H -0.30 2.50 0.80 0.049
H -1.48 3.70 0.46 0.143
H 0.41 -3.95 -2.76 0.044
H 1.20 -3.75 -4.37 -0.032
H -0.57 -3.98 -4.28 0.042
P 1.86 -1.22 -5.56 1.103
P -1.87 -0.71 -5.81 1.157
N 3.43 -0.26 -6.33 -0.172
N 2.06 -2.59 -6.89 -0.230
N -1.73 0.93 -6.62 -0.266
N -3.52 -1.04 -7.15 -0.144
C 0.65 -0.42 -6.68 -0.423
C -0.59 -1.34 -6.87 -0.450
C 4.67 -0.10 -5.73 -0.130
C 5.42 0.86 -6.45 -0.054
C 4.66 1.22 -7.58 -0.040
C 3.45 0.52 -7.49 -0.169
C 2.29 -3.93 -6.67 -0.132
C 2.96 -4.46 -7.78 -0.048
C 3.12 -3.42 -8.72 -0.029
C 2.49 -2.28 -8.19 -0.129
C -1.94 2.19 -6.09 -0.175
C -2.25 3.13 -7.05 -0.033
C -2.31 2.41 -8.28 -0.058
C -1.84 1.11 -8.01 -0.169
C -4.37 -0.22 -7.89 -0.137
C -5.57 -0.89 -8.21 -0.043
C -5.43 -2.22 -7.73 -0.066
C -4.14 -2.28 -7.14 -0.166
H 1.05 -0.14 -7.66 0.077
H 0.44 0.54 -6.17 0.060
H -0.91 -1.38 -7.92 0.103
H -0.36 -2.38 -6.53 0.067
H 4.90 -0.64 -4.82 0.101
H 6.36 1.27 -6.16 0.100
H 4.89 1.91 -8.37 0.113
H 2.63 0.57 -8.18 0.087
H 1.91 -4.38 -5.77 0.074
H 3.33 -5.46 -7.86 0.108
H 3.65 -3.40 -9.65 0.114
H 2.35 -1.32 -8.65 0.088
H -1.80 2.39 -5.06 0.036
H -2.40 4.20 -6.86 0.124
H -2.74 2.75 -9.22 0.123
H -1.52 0.33 -8.69 0.113
H -4.10 0.81 -8.16 0.091
H -6.43 -0.44 -8.71 0.117
H -6.18 -3.01 -7.78 0.109
H -3.66 -3.12 -6.67 0.089
C 0.97 1.11 1.94 -0.064
C 0.38 -0.19 1.32 -0.550
C 1.38 -1.22 1.86 -0.069
C -1.00 -0.28 1.99 -0.049
C 0.37 -0.47 -0.21 -0.064
C 0.36 -0.82 -1.42 -0.105
H 1.36 0.82 2.94 0.102
H 0.28 1.93 2.20 0.076
H 1.78 1.48 1.31 0.088
H 1.56 -1.08 2.93 0.100
H 1.05 -2.24 1.64 0.095
H 2.30 -1.04 1.30 0.095
H -1.49 0.69 2.14 0.075
H -1.70 -0.89 1.43 0.089
H -0.87 -0.68 3.01 0.109
```

**DFT total energy**: -60748.7985 eV
**Orbital gap (spin up / spin down)**: 3.78 / 3.78 eV
**Highest occupied orbital energy (spin up / spin down)**: -12.757 / -12.753 eV
**Total charge**: +2

***

[3]
ORCA calculation (ωB97M-V/def2-TZVPD) on C16H10Cl2I2N3OPt as an isolated structure.

The geometry in XYZ format:
```
35
Properties=species:S:1:pos:R:3:lowdin_charge:R:1
Pt 0.45 -0.40 0.70 1.065
I -1.91 -4.98 1.44 0.989
C -1.93 -3.66 -0.15 -0.647
C -2.74 -3.90 -1.28 -0.195
C -2.75 -3.07 -2.37 -0.662
I -3.93 -3.56 -4.02 0.973
C -1.95 -1.90 -2.37 -0.196
C -1.80 -0.98 -3.43 0.002
C -0.94 0.08 -3.30 -0.014
C -0.25 0.28 -2.10 -0.102
N -0.40 -0.54 -1.08 -0.069
C -1.20 -1.65 -1.21 -0.143
C -1.13 -2.53 -0.11 -0.430
O -0.30 -2.22 0.87 -0.306
H -3.35 -4.79 -1.29 0.087
H -2.35 -1.13 -4.35 0.079
H -0.79 0.78 -4.11 0.121
H 0.44 1.11 -1.98 0.106
N 1.73 3.63 5.24 0.203
C 1.38 3.44 4.17 -0.155
C 0.94 3.20 2.82 -0.177
C 0.41 4.21 2.03 0.033
C 0.02 3.90 0.74 -0.002
C 0.16 2.60 0.29 -0.089
N 0.66 1.62 1.05 -0.137
C 1.05 1.92 2.30 -0.075
H 0.31 5.21 2.42 0.140
H -0.40 4.65 0.08 0.127
H -0.15 2.32 -0.71 0.088
H 1.48 1.12 2.89 0.111
Cl 3.62 0.21 0.16 0.548
C 3.99 -0.98 1.40 -0.926
Cl 2.52 -1.64 2.19 0.581
H 4.59 -0.52 2.17 0.037
H 4.50 -1.82 0.94 0.039
```

**DFT total energy**: -67757.8536 eV
**Orbital gap**: 6.48 eV
**Highest occupied orbital energy**: -10.720 eV
**Total charge**: +1

***

[4]
ORCA calculation (ωB97M-V/def2-TZVPD) on one molecule with the formula C4H7NO.

The geometry in XYZ format:
```
13
Properties=species:S:1:pos:R:3:lowdin_charge:R:1
C -1.73 -0.29 0.48 -0.054
C -0.30 -0.49 0.02 -0.307
C 0.23 0.20 -1.19 -0.076
N 0.60 0.65 0.13 -0.028
C 1.91 0.53 0.56 -0.325
O 2.88 0.75 -0.12 0.050
H -1.79 -0.13 1.56 0.078
H -2.34 -1.16 0.22 0.077
H -2.17 0.59 -0.01 0.079
H 0.13 -1.46 0.25 0.142
H 1.01 -0.29 -1.78 0.115
H -0.42 0.87 -1.75 0.113
H 1.98 0.25 1.63 0.135
```

**Structure (SMILES)**: C[C@H]1CN1C=O
**DFT total energy**: -7797.9834 eV
**Orbital gap**: 10.89 eV
**Highest occupied orbital energy**: -9.911 eV

***

[5]
ORCA calculation (ωB97M-V/def2-TZVPD) on C46H46CoN5O4PS2 as an isolated structure.

The geometry in XYZ format:
```
105
Properties=species:S:1:pos:R:3:lowdin_charge:R:1
Co -0.09 -0.47 0.39 0.426
O 3.55 -1.34 0.31 0.113
C 2.72 -0.77 0.97 -0.574
O 1.76 -0.01 0.50 -0.164
C 2.75 -0.84 2.48 -0.134
C 3.95 -1.22 3.09 0.000
C 4.06 -1.25 4.47 -0.046
C 2.97 -0.91 5.26 -0.055
C 1.76 -0.56 4.66 -0.065
C 1.65 -0.52 3.28 -0.261
P 0.01 -0.11 2.58 1.169
C -0.32 1.62 2.99 -0.325
C -1.62 2.10 3.13 -0.107
C -1.84 3.45 3.37 -0.065
C -0.77 4.32 3.47 -0.075
C 0.53 3.85 3.31 -0.058
C 0.75 2.50 3.07 -0.062
C -1.12 -1.10 3.62 -0.315
C -1.65 -0.60 4.81 -0.095
C -2.43 -1.40 5.63 -0.058
C -2.68 -2.72 5.28 -0.061
C -2.14 -3.24 4.12 -0.056
C -1.37 -2.44 3.29 -0.099
H 4.78 -1.48 2.45 0.126
H 4.99 -1.53 4.93 0.113
H 3.04 -0.93 6.34 0.112
H 0.91 -0.33 5.29 0.103
H -2.47 1.43 3.05 0.110
H -2.86 3.81 3.49 0.112
H -0.94 5.37 3.68 0.109
H 1.37 4.53 3.38 0.114
H 1.77 2.13 2.95 0.116
H -1.45 0.42 5.11 0.104
H -2.83 -0.99 6.55 0.112
H -3.29 -3.34 5.93 0.112
H -2.32 -4.27 3.84 0.113
H -0.95 -2.86 2.39 0.068
C -7.08 -1.20 0.26 -0.057
C -6.31 0.11 0.15 -0.554
C -6.77 1.06 1.27 -0.034
C -6.60 0.74 -1.22 -0.031
C -4.81 -0.10 0.29 -0.121
C -4.23 -1.33 0.59 0.047
C -2.86 -1.44 0.67 -0.071
N -2.04 -0.40 0.52 0.040
C -2.58 0.80 0.23 -0.178
C -3.94 0.98 0.11 0.071
C -1.58 1.85 -0.05 -0.181
C -1.89 3.18 -0.26 0.072
C -0.89 4.07 -0.63 -0.126
C 0.39 3.54 -0.77 0.030
C 0.64 2.22 -0.51 -0.038
N -0.33 1.38 -0.13 0.056
C -1.16 5.54 -0.90 -0.552
C -0.72 5.87 -2.34 -0.033
C -0.35 6.38 0.09 -0.029
C -2.64 5.89 -0.75 -0.056
H -8.14 -1.01 0.12 0.092
H -6.96 -1.67 1.24 0.089
H -6.77 -1.92 -0.51 0.095
H -7.85 1.23 1.19 0.093
H -6.27 2.03 1.21 0.081
H -6.57 0.63 2.25 0.092
H -7.68 0.83 -1.36 0.093
H -6.20 0.13 -2.03 0.100
H -6.18 1.75 -1.31 0.079
H -4.83 -2.22 0.71 0.119
H -2.40 -2.40 0.84 0.119
H -4.32 1.95 -0.17 0.118
H -2.91 3.50 -0.14 0.109
H 1.22 4.17 -1.09 0.123
H 1.63 1.79 -0.59 0.124
H 0.36 5.75 -2.47 0.082
H -0.96 6.91 -2.56 0.092
H -1.22 5.24 -3.06 0.097
H 0.72 6.16 0.03 0.085
H -0.67 6.20 1.12 0.074
H -0.48 7.44 -0.13 0.094
H -3.26 5.33 -1.45 0.093
H -2.78 6.95 -0.96 0.093
H -3.00 5.71 0.27 0.087
N 1.86 -3.54 -7.04 0.123
C 1.09 -3.06 -6.02 -0.309
C -0.10 -3.69 -5.65 -0.020
C -0.87 -3.19 -4.62 -0.069
C -0.47 -2.05 -3.94 -0.332
C 0.72 -1.41 -4.29 -0.054
C 1.49 -1.91 -5.32 -0.017
S -1.43 -1.43 -2.62 0.594
O -1.74 -0.04 -2.81 -0.287
O -2.50 -2.36 -2.39 -0.301
N -0.41 -1.44 -1.36 -0.152
C 0.06 -2.56 -0.77 -0.684
S 0.45 -4.13 -1.34 1.122
C 1.11 -4.50 0.22 -0.351
C 1.01 -3.45 1.06 -0.217
N 0.36 -2.36 0.51 -0.053
H 1.61 -4.40 -7.50 0.101
H 2.74 -3.13 -7.25 0.101
H -0.42 -4.58 -6.18 0.115
H -1.79 -3.69 -4.34 0.116
H 1.03 -0.52 -3.76 0.121
H 2.41 -1.41 -5.59 0.115
H 1.55 -5.46 0.42 0.075
H 1.36 -3.42 2.08 0.125
```

**DFT total energy**: -132673.9755 eV
**Orbital gap**: 7.07 eV
**Highest occupied orbital energy**: -9.956 eV
**Total charge**: +1

***

[6]
ORCA calculation (ωB97M-V/def2-TZVPD) on a 2-piece molecular cluster, C5H11O3 overall.

The geometry in XYZ format:
```
19
Properties=species:S:1:pos:R:3:lowdin_charge:R:1
C -0.46 -0.70 2.18 -0.549
C -1.39 0.44 2.60 -0.117
C -1.13 -1.57 1.13 -0.071
O 0.77 -0.11 1.74 -0.129
H -0.33 -1.48 3.07 0.148
H -1.70 1.17 1.77 0.089
H -0.75 -2.62 1.09 0.086
H -2.19 -1.50 1.03 0.056
H -0.54 -1.12 0.30 0.070
H 0.71 -0.08 0.67 0.091
H -1.03 1.06 3.50 0.083
H -2.47 0.02 2.80 0.082
C 0.49 1.88 -2.37 -0.026
C 0.62 0.36 -2.05 -0.789
O 1.26 0.10 -1.00 -0.124
O 0.23 -0.57 -2.72 -0.037
H -0.36 2.26 -1.96 0.015
H 0.31 2.11 -3.36 0.012
H 1.51 2.37 -2.05 0.109
```

**DFT total energy**: -11505.9236 eV
**Orbital gap**: 7.86 eV
**Highest occupied orbital energy**: -4.012 eV
**Total charge**: -1